(1)
Below is C12H25FeN3O3S2 as an isolated structure, with properties calculated with wB97M-V/def2-TZVPD.

Output
**E_LUMO (alpha / beta)**: -1.889 / -3.890 eV
**Energy relative to the best compared isomer or geometry (same formula, charge and spin)**: 0.449 eV
**HOMO-LUMO gap (alpha / beta)**: 0.2969 / 0.2713 Ha
**Multiplicity**: 6
**Charge**: +1
**HOMO (alpha / beta)**: -9.97 / -11.27 eV

XYZ file:
```
46
Properties=species:S:1:pos:R:3:forces:R:3:mulliken_spin:R:1
Fe -0.706807 -0.343361 -0.493609 0.7 0.2 -0.3 3.747
C 1.678789 1.544536 3.208333 0.0 0.0 0.0 -0.011
C 1.237713 1.062460 1.855235 -0.4 -0.3 0.0 0.193
S -0.200459 0.141258 1.826028 -0.2 0.0 0.0 0.334
C 2.002438 1.351476 0.726213 0.0 -0.1 -0.6 0.149
C 3.288350 2.124633 0.867217 -0.1 -0.1 0.1 -0.005
S 1.603152 0.837986 -0.843509 -0.3 -0.1 0.3 0.404
H 0.952525 1.266217 3.966503 0.0 0.0 0.0 0.002
H 1.795492 2.630078 3.215409 0.0 0.0 0.0 0.009
H 2.646546 1.112698 3.475017 0.0 0.0 0.0 0.010
H 4.036367 1.506655 1.371644 0.0 0.1 0.0 0.006
H 3.153567 3.029060 1.462066 0.0 0.0 0.0 0.003
H 3.667391 2.399157 -0.112413 0.1 0.0 0.0 -0.001
C -3.448351 2.607328 0.561576 -0.1 -0.1 0.0 0.003
N -2.388581 3.338336 -0.113929 0.0 -0.1 0.0 0.009
C -2.362275 4.778144 0.072077 0.0 0.1 -0.1 0.000
C -1.520174 2.724535 -0.901475 0.2 0.1 0.0 0.008
O -1.508484 1.511202 -1.137720 -0.2 -0.5 0.1 0.029
H -4.421066 2.896171 0.160176 0.0 0.0 0.0 0.000
H -3.429067 2.831853 1.627670 0.0 0.0 0.0 0.000
H -3.302450 1.542399 0.412741 0.0 0.0 0.0 0.003
H -3.194083 5.253414 -0.450572 0.0 0.0 0.0 0.000
H -1.427666 5.187664 -0.305684 0.0 0.0 0.0 0.000
H -2.442084 5.009791 1.133285 0.0 0.0 0.0 0.000
H -0.778852 3.388886 -1.361222 0.0 0.0 0.0 0.002
C 2.452547 -2.325597 0.388792 -0.1 0.0 0.0 -0.015
N 2.514947 -2.529325 -1.050063 -0.1 0.0 0.1 0.011
C 3.819319 -2.846365 -1.608574 0.1 0.0 -0.1 0.003
C 1.460014 -2.359982 -1.829901 0.2 0.0 0.0 0.009
O 0.324867 -2.022551 -1.462055 -0.5 0.2 0.2 0.033
H 2.573542 -3.280165 0.904039 0.0 0.0 0.0 0.000
H 1.494767 -1.890243 0.655372 0.0 0.0 0.0 0.012
H 3.245700 -1.645821 0.698940 0.0 0.0 0.0 0.003
H 4.430401 -1.945263 -1.686564 0.0 0.0 0.0 -0.001
H 3.710654 -3.288215 -2.597031 0.0 0.0 0.0 0.000
H 4.326946 -3.558411 -0.960366 0.0 0.0 0.0 0.000
H 1.658110 -2.560735 -2.889606 0.0 0.0 0.0 0.001
C -3.363470 -3.341379 -2.014839 0.0 0.1 -0.1 0.002
C -2.784020 -2.751595 -0.762843 0.0 -0.3 0.2 0.009
N -2.657115 -3.575800 0.282861 0.1 0.1 -0.1 0.004
O -2.451668 -1.561941 -0.687093 0.5 0.5 0.1 0.035
H -2.696411 -4.116141 -2.393604 0.0 0.0 0.0 0.000
H -3.472101 -2.564671 -2.765228 0.0 0.0 0.0 0.000
H -4.334787 -3.793008 -1.814364 0.0 0.0 0.0 0.000
H -2.932178 -4.541016 0.231828 0.0 0.0 0.0 0.000
H -2.251994 -3.234352 1.139241 0.0 0.0 0.0 -0.001
```
Forces are in eV/Å.

(2)
Below is C46H66BrCl2GeIN4P3Rh as an isolated structure in a non-equilibrium geometry, with properties calculated with wB97M-V/def2-TZVPD.

Output
**E_LUMO (alpha / beta)**: -8.214 / -11.401 eV
**Energy relative to the best compared isomer or geometry (same formula, charge and spin)**: 0.000 eV
**HOMO-LUMO gap (alpha / beta)**: 0.1993 / 0.0822 Ha
**Multiplicity**: 2
**Charge**: +3
**HOMO (alpha / beta)**: -13.64 / -13.64 eV

XYZ file:
```
125
Properties=species:S:1:pos:R:3:forces:R:3:mulliken_spin:R:1
Rh -0.538159 0.289162 -0.655852 1.2 -0.2 0.3 0.005
C 0.524042 2.004041 3.523142 0.0 0.1 0.0 0.008
C 1.396586 2.559898 2.395077 -0.2 -0.2 0.1 -0.012
C 2.802279 2.823551 2.947486 0.0 0.0 0.0 -0.002
P 1.353641 1.474604 0.885110 -0.3 0.3 -0.5 -0.004
C 2.795139 0.381140 1.134810 -0.2 -0.4 0.4 0.000
N 2.779704 -0.786996 0.308002 -0.4 0.8 -1.3 0.000
Ge 1.118045 -1.542919 -0.365021 0.3 -1.2 1.3 0.000
N 0.470836 -2.816161 -1.605979 0.2 0.5 -0.3 0.000
C -0.523245 -2.564861 -2.604246 0.0 0.0 -0.1 0.000
P -1.007858 -0.820285 -2.675396 -0.4 -0.1 0.5 0.000
C -2.751318 -0.969993 -3.253698 0.1 0.3 -0.2 0.000
C -2.891502 -1.457592 -4.697036 -0.1 -0.1 0.0 0.000
C -3.559352 0.300024 -3.014560 0.0 0.0 0.0 0.000
C 0.093080 -0.057158 -3.952900 -0.1 0.2 0.1 0.000
C 0.413657 -0.936230 -5.165511 0.0 0.0 0.0 0.000
C -0.433167 1.320274 -4.376476 0.0 -0.1 0.0 0.000
C 0.964965 -4.128456 -1.566962 0.0 -0.1 -0.1 0.000
C 0.378992 -5.204199 -2.234269 0.0 0.1 0.0 0.000
C 0.929107 -6.472946 -2.110900 0.0 0.0 0.0 0.000
C 2.059500 -6.689719 -1.337399 0.0 0.0 0.0 0.000
C 2.650232 -5.621662 -0.677424 0.0 0.0 0.0 0.000
C 2.098843 -4.362068 -0.800140 -0.1 0.1 -0.1 0.000
N 2.607583 -3.171174 -0.173224 0.0 -0.3 0.2 0.000
C 3.789696 -2.578183 -0.757830 0.0 0.1 0.1 0.000
C 4.694719 -3.179194 -1.603198 0.1 -0.1 0.1 0.000
C 5.830594 -2.460305 -1.971413 0.0 0.0 0.0 0.000
C 6.037157 -1.181786 -1.476580 0.0 -0.1 0.0 0.000
C 5.080003 -0.556629 -0.682089 -0.2 0.1 0.0 0.000
C 3.914571 -1.241273 -0.365749 0.2 0.0 -0.1 0.000
C 2.696426 -3.303150 1.286076 0.0 0.0 0.0 0.000
C 3.800932 -3.851646 1.900676 0.0 0.0 0.0 0.000
C 3.811388 -4.017406 3.281031 0.0 0.0 0.0 0.000
C 2.716439 -3.607840 4.022773 0.0 0.0 0.0 0.000
C 1.623081 -3.006487 3.408651 0.0 0.1 0.0 0.000
C 1.602779 -2.837189 2.026263 0.2 0.2 0.0 0.000
N 0.609394 -2.149329 1.329381 -0.5 -0.3 -0.1 0.000
C -0.471000 -1.572760 2.065713 0.1 0.1 0.1 0.000
P -1.738792 -0.847071 0.955062 0.4 -0.2 -0.1 0.001
C -2.534758 0.422142 2.028627 -0.2 0.1 -0.3 0.003
C -3.687967 1.183954 1.366743 0.0 0.0 0.0 0.006
C -2.983660 -0.153060 3.375262 0.1 0.0 0.0 0.001
C -2.928494 -2.248211 0.795599 0.0 0.1 -0.4 0.000
C -4.196435 -1.915109 0.007657 0.0 0.0 0.2 0.000
C -2.262146 -3.516560 0.256293 0.0 0.0 0.1 0.000
C 1.874418 2.624668 -0.481382 0.1 0.1 0.1 -0.001
C 1.738909 1.855485 -1.784835 0.1 0.0 0.3 0.000
C 3.247830 3.288436 -0.412068 -0.1 0.1 0.0 0.000
H 0.535274 2.691599 4.370309 0.0 0.0 0.0 -0.003
H 0.910445 1.046944 3.881605 0.0 0.0 0.0 0.000
H -0.512686 1.867628 3.221505 0.1 0.1 0.1 -0.004
H 0.962905 3.507585 2.053465 0.0 0.0 0.0 0.010
H 3.193182 1.942426 3.456243 0.0 0.0 0.0 0.000
H 2.737907 3.619549 3.690847 0.0 0.0 0.0 0.001
H 3.524571 3.135295 2.199256 0.0 0.0 0.0 0.000
H 2.743245 0.066268 2.188807 0.1 0.1 0.0 0.000
H 3.689391 0.995145 1.022545 0.0 -0.1 0.0 0.000
H -1.440291 -3.135837 -2.426190 0.0 0.0 0.0 0.000
H -0.173957 -2.856608 -3.601141 0.0 0.0 0.0 0.000
H -3.140051 -1.745022 -2.589953 0.0 -0.1 -0.1 0.000
H -2.581352 -0.694341 -5.409885 0.0 0.0 0.0 0.000
H -3.941806 -1.677513 -4.892268 0.0 0.0 0.0 0.000
H -2.327946 -2.370677 -4.888776 0.0 0.0 0.0 0.000
H -3.214445 1.115429 -3.651555 0.0 0.0 0.0 0.000
H -3.488753 0.609159 -1.969727 0.0 0.0 0.0 0.000
H -4.610462 0.119907 -3.244685 0.0 0.0 0.0 0.000
H 1.028098 0.085751 -3.407367 0.0 0.0 0.0 0.000
H -0.473305 -1.324936 -5.659276 0.0 0.0 0.0 0.000
H 1.068349 -1.767264 -4.908047 0.0 0.0 0.0 0.000
H 0.945643 -0.321476 -5.893415 0.0 0.0 0.0 0.000
H -1.234806 1.220363 -5.109285 0.0 0.0 0.0 0.000
H 0.366985 1.891755 -4.847335 0.0 0.0 0.0 0.000
H -0.808077 1.904192 -3.533855 0.0 0.0 0.0 0.000
H -0.507346 -5.068447 -2.837642 0.0 0.0 0.0 0.000
H 0.465109 -7.301638 -2.628459 0.0 0.0 0.0 0.000
H 2.483214 -7.680059 -1.251916 0.0 0.0 0.0 0.000
H 3.534027 -5.774925 -0.072395 0.0 0.0 0.0 0.000
H 4.546866 -4.194454 -1.945887 0.0 0.0 0.0 0.000
H 6.564520 -2.914667 -2.621734 0.0 0.0 0.0 0.000
H 6.948675 -0.654368 -1.723143 0.0 0.0 0.0 0.000
H 5.242848 0.456773 -0.337476 0.0 0.0 0.0 0.000
H 4.659993 -4.138735 1.306427 0.0 0.0 0.0 0.000
H 4.664932 -4.469066 3.766062 0.0 0.0 0.0 0.000
H 2.713994 -3.738057 5.096596 0.0 0.0 0.0 0.000
H 0.795219 -2.666434 4.016977 0.0 0.0 0.0 0.000
H -0.145138 -0.768837 2.747922 0.0 0.0 0.0 0.000
H -0.980193 -2.328534 2.676820 0.0 0.0 0.0 0.000
H -1.715002 1.125160 2.190374 -0.1 -0.1 -0.1 -0.006
H -4.597864 0.591541 1.352622 -0.1 0.0 0.0 0.000
H -3.459457 1.484812 0.345912 0.0 0.0 0.0 -0.001
H -3.902612 2.085732 1.943260 0.0 0.0 0.0 -0.002
H -3.809821 -0.853430 3.253688 0.0 0.0 0.0 0.000
H -3.347749 0.664543 3.999485 0.0 0.0 0.0 0.000
H -2.181500 -0.649423 3.920056 0.0 0.0 0.0 0.000
H -3.203189 -2.425371 1.840159 0.1 0.1 0.0 0.000
H -3.964065 -1.445400 -0.943920 0.0 0.0 0.0 0.000
H -4.865354 -1.254316 0.549850 -0.1 0.0 0.0 0.000
H -4.747141 -2.834279 -0.194888 0.0 0.0 0.0 0.000
H -2.270748 -3.515550 -0.830763 0.0 0.0 0.0 0.000
H -2.838226 -4.382192 0.583736 0.0 0.0 0.0 0.000
H -1.233545 -3.650408 0.590679 0.0 0.0 0.0 0.000
H 1.112074 3.412918 -0.453164 0.0 0.0 -0.1 0.001
H 2.487261 1.065008 -1.868082 0.0 0.0 0.0 0.000
H 1.809824 2.504907 -2.657868 -0.1 0.0 0.0 0.000
H 0.739493 1.398363 -1.806781 -0.3 -0.1 -0.5 0.000
H 4.052732 2.556009 -0.349958 0.0 0.0 0.0 0.000
H 3.335821 3.988096 0.415150 0.0 0.0 0.0 0.000
H 3.408647 3.859449 -1.328673 0.0 0.0 0.0 0.000
Br -1.485117 8.538072 1.057962 0.0 0.0 0.1 0.151
C -2.405177 8.035397 2.566079 0.0 0.0 -0.1 0.207
C -3.028084 9.028317 3.325519 0.0 0.0 0.1 -0.042
C -3.753204 8.671638 4.433031 0.0 0.1 0.0 0.140
C -3.875158 7.307350 4.819439 0.0 0.0 0.0 0.158
C -3.257998 6.314684 4.099933 0.0 0.0 -0.1 -0.059
C -2.510385 6.646719 2.966468 0.0 0.0 0.0 0.231
I -1.610141 5.152762 1.910531 -0.1 0.1 0.2 0.203
H -2.939502 10.064217 3.030073 0.0 0.0 0.0 0.001
H -4.246942 9.436368 5.018277 0.0 0.0 0.0 0.004
H -4.462005 7.054447 5.692616 0.0 0.0 0.0 0.003
H -3.343919 5.281370 4.403165 0.0 0.0 0.0 0.001
Cl -3.444908 4.997514 -1.242106 0.0 -0.1 0.0 0.003
C -3.018670 3.411324 -1.839945 -0.1 0.0 -0.1 0.000
Cl -1.590224 2.724547 -0.956858 0.0 0.4 0.1 -0.001
H -2.728766 3.488414 -2.881374 0.0 0.0 0.0 0.000
H -3.850871 2.735045 -1.694959 0.0 0.0 0.0 0.000
```
Forces are in eV/Å.

(3)
Below is a 2-piece molecular cluster, C2H3NO2 overall in a non-equilibrium geometry, with properties calculated with wB97M-V/def2-TZVPD.

Output
**E_LUMO (alpha / beta)**: -0.434 / -0.365 eV
**Energy relative to the best compared isomer or geometry (same formula, charge and spin)**: 3.731 eV
**HOMO-LUMO gap (alpha / beta)**: 0.3350 / 0.3383 Ha
**Charge**: 0
**HOMO (alpha / beta)**: -9.55 / -9.57 eV

XYZ file:
```
8
Properties=species:S:1:pos:R:3:forces:R:3:lowdin_charge:R:1
C -1.605695 -1.395531 0.194534 1.2 -1.9 -3.7 -0.470
C 0.969011 0.880356 -0.182139 -1.0 -2.8 0.2 -0.294
N 0.384136 1.474128 0.886243 -0.7 1.0 0.8 0.092
O -2.091699 -0.849814 1.042294 -1.7 2.0 3.6 0.250
O -1.168093 -1.923799 -0.746987 0.3 -0.2 0.2 0.180
H 1.557406 1.492587 -0.824502 -0.1 0.8 -1.2 0.062
H 1.732206 0.242229 0.266121 0.5 -0.6 0.2 0.082
H 0.222727 0.079845 -0.635563 1.4 1.7 0.0 0.099
```
Forces are in eV/Å.